# 1
78
Properties=species:S:1:pos:R:3:forces:R:3 method="wB97M-V/def2-TZVPD" homo_lumo_gap_ha=0.2766 de_lowest_kcal_mol=888.2 total_energy_ev=-296108.1445 charge=-1 spin_multiplicity=1 e_homo_ev=-5.68
N -12.008 8.483 25.897 8.5541 0.4672 -0.5762
O -12.057 8.773 24.683 14.4659 -0.5447 2.7148
O -12.959 8.049 26.410 -1.6563 1.1749 1.1637
O -10.902 8.535 26.411 -0.2658 -1.4483 0.5057
O -9.940 9.082 22.910 -1.9136 -1.1136 -1.3533
C -10.885 8.514 22.371 1.2667 0.6558 1.5415
O -10.701 7.741 21.265 2.5044 0.5748 -0.1591
C -11.878 7.212 20.732 -0.6233 1.7422 -1.4672
C -12.934 8.070 21.375 4.4364 0.2743 -2.2574
C -12.376 8.455 22.781 0.7766 -0.4306 -6.2026
H -11.924 6.149 20.969 -0.2007 0.4615 -1.4629
H -11.890 7.249 19.643 0.3359 0.4687 -0.1799
H -13.901 7.606 21.568 4.3530 -0.4102 -5.0153
H -13.154 8.976 20.811 0.2909 0.0793 -0.2913
H -12.558 7.744 23.587 0.2060 0.1543 -3.5359
H -12.748 9.432 23.089 0.7037 -1.0972 -1.9752
O -10.920 10.707 25.859 -1.9536 2.1118 -1.1894
C -12.079 11.037 25.665 1.9725 2.4339 -1.5194
O -12.513 12.229 26.231 -0.2259 0.6659 0.2379
C -13.949 12.313 26.306 0.3704 0.5792 -2.0527
C -14.407 11.396 25.132 0.3232 -0.1928 1.8082
C -13.228 10.381 24.888 0.1420 8.4275 2.0614
H -14.354 13.314 26.157 0.6690 0.2888 -0.0254
H -14.212 11.956 27.301 -1.3937 2.3194 -0.7915
H -14.692 12.083 24.336 0.1557 -0.6893 -0.3511
H -15.274 10.853 25.508 -0.3991 -0.0077 -0.4103
H -13.063 10.245 23.819 -0.3081 1.6693 1.3673
H -13.315 9.401 25.356 -1.0334 6.8168 0.6710
O -13.413 10.095 31.861 -2.3410 -0.5767 -1.1915
S -14.695 9.766 31.202 2.4992 -1.6479 -1.0625
O -15.869 10.498 31.598 0.3569 -0.7688 -0.4120
O -14.529 9.809 29.578 -2.9138 2.1615 2.3814
C -13.192 9.757 29.077 -4.8485 0.4460 -0.8469
C -13.300 10.051 27.554 -0.6087 1.3111 2.6023
C -14.937 7.894 31.218 -1.3383 0.7743 1.5618
H -12.790 8.770 29.307 -7.7497 2.7779 1.4650
H -12.542 10.508 29.526 -1.0335 0.1610 0.4744
H -12.289 10.220 27.183 -0.7139 -0.9871 1.1647
H -13.723 11.052 27.469 0.9123 -3.1114 1.5086
H -13.883 9.429 26.875 -0.3437 0.7985 2.1463
H -15.101 7.625 32.262 0.3630 0.1473 0.3107
H -14.158 7.239 30.828 0.0095 0.9710 -0.1593
H -15.916 7.651 30.804 0.0823 0.4533 -0.5659
O -12.239 7.225 30.486 1.9898 0.7590 -1.8877
S -11.625 7.681 29.227 3.1848 -4.6559 -1.5241
O -11.560 9.090 28.873 13.2207 -3.8464 -1.2769
O -10.061 6.995 29.113 -3.4072 -0.0072 1.3609
C -9.042 7.769 28.554 1.3149 1.1798 -0.1846
C -8.276 8.571 29.660 -0.4542 -0.7939 -0.5206
C -12.407 6.661 27.777 -0.0494 -0.6087 4.3785
H -9.458 8.342 27.725 0.4138 0.4382 0.5131
H -8.404 7.022 28.082 0.3138 0.0443 0.1077
H -7.737 7.868 30.295 0.0646 -0.1290 -0.0262
H -8.969 9.084 30.327 -0.1120 0.1956 -0.2799
H -7.544 9.274 29.262 -0.1861 0.0238 -0.1824
H -13.389 7.039 27.495 0.1250 -1.1880 2.2116
H -12.627 5.624 28.032 1.0639 0.3659 1.7109
H -11.800 6.717 26.873 0.7136 0.1282 2.4546
O -14.653 7.626 22.305 -11.7505 1.2268 6.9625
S -15.186 8.578 23.291 -1.0205 1.3452 3.0689
O -15.352 10.035 23.028 0.4168 -3.0898 -0.7135
O -16.727 8.075 23.753 1.5766 0.2559 -0.5472
C -17.267 8.737 24.899 -2.3318 -0.3841 -0.7424
C -18.712 8.210 24.936 -0.3404 0.5602 0.1750
C -14.050 8.345 24.784 -13.5365 -4.1791 -2.1151
H -17.337 9.814 24.748 0.5817 0.0561 0.0638
H -16.824 8.458 25.855 0.6130 0.0764 -0.2475
H -19.365 8.455 24.098 0.7258 -0.0124 -0.7341
H -19.266 8.760 25.697 0.1907 -0.5390 0.8018
H -18.716 7.125 25.039 -0.1636 0.1184 0.3907
H -13.996 7.306 25.109 -2.5977 2.0406 -0.7352
H -14.395 8.980 25.601 -3.0510 -1.6297 -1.0088
H -13.077 8.716 24.462 -2.8832 -1.7346 -1.8215
C -12.781 6.063 24.509 0.2664 -3.9834 -1.0406
Br -14.747 5.669 24.034 1.4515 -2.7172 1.1860
Br -11.784 5.725 22.798 -0.5509 -2.4968 4.8052
Br -12.237 4.915 26.033 -0.3551 -2.9274 -4.3046
H -12.707 7.083 24.888 0.6776 -2.2327 -0.9308



# 2
65
Properties=species:S:1:pos:R:3:forces:R:3 method="wB97M-V/def2-TZVPD" homo_lumo_gap_ha=0.3215 total_energy_ev=-124306.9034 charge=0 spin_multiplicity=1 e_homo_ev=-9.55
O 0.845 0.155 1.100 -1.0502 1.2322 -0.2855
S 2.082 0.722 0.696 0.6605 -3.0119 0.3378
O 3.217 0.011 1.134 1.1097 0.4869 0.0486
F 2.229 2.162 1.248 -0.2697 0.3618 -0.6649
N 2.198 0.857 -1.000 -0.5963 0.4839 0.4624
Br 2.473 -0.927 -1.590 0.2785 0.1550 -0.0879
C 0.890 1.266 -1.592 0.1739 0.2301 -0.1057
C 0.452 2.684 -1.194 -1.2935 -0.3618 -0.0164
C -1.088 2.691 -0.933 0.3687 0.0710 -0.0535
C -1.421 2.880 0.551 0.3206 -0.2346 -0.2892
S -3.046 2.240 1.050 -0.1392 -0.0763 0.2010
C -3.120 0.715 0.181 0.3364 1.3264 0.7083
N -3.858 0.526 -0.838 -0.3648 -0.4662 -0.7233
N -3.592 -0.783 -1.231 -1.5548 0.2705 -1.6270
C -2.742 -1.252 -0.440 0.9864 -0.0746 1.0586
O -2.377 -0.349 0.514 0.5049 -0.6679 0.2419
H 0.147 0.503 -1.346 -0.0705 0.1755 0.1978
H 1.022 1.227 -2.672 0.1526 -0.0755 0.0008
H 0.933 3.028 -0.281 0.2597 0.2538 -0.3769
H 0.615 3.350 -2.037 0.5468 0.1937 0.2284
H -1.574 3.495 -1.483 0.0310 -0.0154 -0.0996
H -1.481 1.764 -1.353 -0.2499 0.0467 0.2147
H -1.457 3.953 0.742 -0.2020 -0.0162 0.1946
H -0.641 2.485 1.203 -0.1069 -0.2738 -0.0514
H -2.303 -2.231 -0.481 0.1874 -0.0274 0.2696
C -0.865 -3.154 -3.217 0.1326 -0.0564 0.0789
C 0.393 -3.246 -4.076 -0.1136 0.0511 0.0420
C 0.221 -2.643 -5.469 0.1113 0.0083 -0.0518
C -0.831 -3.324 -6.345 -0.0886 -0.0026 0.0848
C -0.610 -4.818 -6.577 0.0391 0.0495 -0.1507
C 0.690 -5.131 -7.313 -0.0519 -0.1029 0.1035
H -1.695 -3.714 -3.651 -0.0247 0.0405 0.0017
H -0.676 -3.565 -2.222 -0.0311 0.0009 0.0026
H -1.179 -2.115 -3.095 -0.0552 -0.0137 -0.0510
H 0.710 -4.290 -4.149 0.0143 0.0093 -0.0292
H 1.202 -2.716 -3.567 0.0320 -0.0304 -0.0335
H 1.187 -2.659 -5.980 -0.0133 -0.0038 -0.0108
H -0.045 -1.585 -5.367 -0.0065 -0.0077 0.0219
H -0.858 -2.814 -7.312 0.0038 -0.0197 -0.0086
H -1.822 -3.180 -5.903 0.0093 0.0193 0.0011
H -1.446 -5.201 -7.169 -0.0204 -0.0150 0.0484
H -0.635 -5.360 -5.628 -0.0140 0.0244 0.0102
H 0.718 -4.632 -8.283 0.0274 0.0266 0.0151
H 0.781 -6.204 -7.486 0.0392 0.0153 -0.0324
H 1.564 -4.816 -6.740 0.0101 0.0151 -0.0291
C -0.002 3.060 8.144 0.1094 -0.0890 0.0563
C 1.273 2.851 7.332 -0.0905 0.0965 0.0233
C 1.146 3.302 5.878 0.1040 -0.0053 -0.0635
C 0.098 2.550 5.056 -0.0865 -0.0003 0.0924
C 0.291 1.035 4.992 0.0194 0.0201 -0.1634
C 1.598 0.619 4.325 -0.0422 -0.0641 0.2039
H -0.833 2.472 7.751 -0.0159 0.0280 -0.0038
H 0.153 2.757 9.181 -0.0485 0.0188 0.0029
H -0.295 4.112 8.144 -0.0400 -0.0133 -0.0302
H 1.569 1.800 7.379 0.0164 0.0060 -0.0313
H 2.083 3.417 7.800 0.0265 -0.0339 -0.0118
H 2.123 3.210 5.394 -0.0137 -0.0079 -0.0124
H 0.903 4.369 5.857 -0.0031 -0.0043 0.0241
H 0.105 2.952 4.036 0.0007 -0.0239 -0.0156
H -0.898 2.762 5.454 0.0072 0.0207 -0.0102
H -0.541 0.608 4.423 -0.0113 -0.0082 0.0360
H 0.232 0.600 5.993 -0.0155 0.0384 0.0095
H 1.651 1.012 3.311 0.0177 -0.0007 0.2034
H 1.668 -0.467 4.268 0.0452 0.0147 -0.0786
H 2.468 0.976 4.880 0.0011 0.0140 -0.0271



# 3
61
Properties=species:S:1:pos:R:3:forces:R:3 method="wB97M-V/def2-TZVPD" homo_lumo_gap_ha="0.2066 / 0.1884" s_squared=8.77 de_lowest_kcal_mol=41.4 total_energy_ev=-54017.1191 charge=+4 spin_multiplicity=6 e_homo_ev="-18.14 / -22.09"
Ir 0.467 -0.427 0.673 -2.0935 1.8793 -2.4553
P -0.402 -0.525 2.777 -2.2908 -0.1624 3.5988
P -0.165 -2.672 0.312 -0.8060 -1.8417 0.5835
P 0.901 1.919 1.178 -0.3085 2.2925 1.0565
H -1.268 -0.695 -5.716 0.3111 0.3601 0.1438
C -0.443 0.034 -5.690 -4.6731 1.1612 -1.4241
C 0.807 -0.334 -5.386 4.2993 -1.0112 0.5560
H 1.100 -1.371 -5.199 -0.1394 0.2654 -0.0672
C -2.149 0.032 2.868 0.0752 -0.1209 -0.5617
C -0.483 -2.111 3.739 0.3591 -0.4599 -0.8186
C 0.276 0.430 4.215 0.8100 0.4260 -0.6771
C 0.150 -3.200 -1.393 0.2330 0.7410 -0.3050
C 0.791 -3.844 1.327 0.2881 0.0748 -0.0033
C -1.947 -3.038 0.515 0.1690 0.5816 0.1945
C 1.580 2.753 -0.289 -0.0526 -0.8379 -1.0673
C 2.197 2.455 2.363 0.1080 -0.8161 0.3881
C -0.585 2.928 1.563 -0.1996 -0.5334 -0.1071
H -0.690 1.060 -6.024 0.2211 -0.6709 0.0978
H 1.603 0.415 -5.442 -0.0566 -0.3511 0.1120
H -2.534 -0.167 3.881 0.2313 0.0985 -0.3047
H -2.755 -0.512 2.140 -0.0372 0.0123 0.1217
H -2.236 1.100 2.639 0.0292 -0.2642 0.1486
H -0.926 -1.894 4.722 0.0825 0.0971 -0.4553
H 0.527 -2.507 3.897 -0.1430 0.0986 0.0912
H -1.074 -2.896 3.260 0.0675 0.1878 0.1014
H -0.010 1.490 4.196 0.1604 -0.3085 -0.1039
H 1.371 0.332 4.219 -0.2047 0.1557 0.2438
H -0.110 0.002 5.154 0.0311 0.0232 -0.5261
H 0.127 -4.292 -1.405 -0.0428 0.0140 0.0609
H 1.133 -2.841 -1.715 -0.1342 -0.2404 -0.0335
H -0.626 -2.804 -2.060 0.1820 -0.1027 0.1699
H 0.151 -4.444 1.984 0.0509 0.1191 -0.1782
H 1.559 -3.346 1.934 -0.2670 -0.2687 -0.1941
H 1.296 -4.509 0.617 -0.0118 0.0119 0.2577
H -2.103 -4.060 0.139 -0.0183 0.2351 0.0769
H -2.533 -2.311 -0.074 0.1727 -0.4308 0.1753
H -2.267 -2.981 1.565 0.0807 -0.0757 -0.4111
H 2.117 3.660 0.001 -0.2437 -0.0961 0.1328
H 0.774 3.008 -0.990 0.2123 -0.0339 0.1584
H 2.298 2.075 -0.771 -0.0480 0.3030 -0.0217
H 2.679 3.357 1.964 -0.2166 -0.2669 0.0946
H 2.958 1.666 2.442 -0.0090 0.3126 0.1011
H 1.811 2.675 3.365 0.0126 -0.1491 -0.2946
H -0.394 3.950 1.205 -0.0149 -0.2085 0.1953
H -0.828 2.947 2.634 0.2230 0.0599 -0.3012
H -1.449 2.502 1.031 0.2498 0.2960 0.0587
C 0.148 0.556 -2.246 2.1010 -0.8842 0.3140
C -1.268 0.708 -2.343 -0.0717 -2.5687 1.0787
C -1.776 1.853 -2.922 -1.2110 2.5162 -1.1285
C -0.950 2.753 -3.548 -2.1018 1.5297 -0.0178
C 0.380 2.370 -3.833 -0.0725 2.7906 -3.3037
C 0.969 1.422 -3.050 2.3321 -4.4670 2.9607
O 0.722 -0.335 -1.479 -0.2776 1.1219 -0.1102
H -1.117 -0.026 0.126 1.1609 -0.0022 0.8180
H -1.927 0.014 -1.843 0.0791 -0.1037 -0.0224
H -2.844 2.046 -2.862 0.0797 0.1367 0.0490
H -1.378 3.721 -3.875 0.4447 -0.6075 0.1197
H 0.954 2.739 -4.680 -0.4132 0.2575 -0.0468
H 2.047 1.175 -3.132 -0.6502 0.5069 0.5373
O 3.194 -1.132 1.886 -4.1740 1.0802 -1.4805
C 2.150 -0.874 1.439 6.1259 -1.8619 1.6241